A molecular structure, C2H8NO2P at a distorted geometry, computed with ωB97M-V/def2-TZVPD.

Atoms and positions in Å:
C1 1.38620 0.49048 1.37914
C2 0.09694 0.70479 -1.42068
N1 -1.85879 -0.63115 0.70597
O1 0.98123 -1.64524 -0.34316
O2 -2.41168 -1.12594 -0.50458
P1 0.32973 -0.39385 0.01970
H1 1.06763 1.34799 1.94775
H2 1.64686 -0.30246 2.10677
H3 2.37489 0.69414 0.93530
H4 0.99060 0.43971 -2.01822
H5 -0.87651 0.54338 -1.83321
H6 0.34671 1.75715 -1.16106
H7 -1.79701 -1.45322 1.24800
H8 -2.27680 -0.42579 -1.06172

Properties
Kohn-Sham gap (eV): 9.04
Molecular weight (g mol⁻¹): 109.06
E (eV): -17074.9216
Largest force on an atom (Eh/bohr): 0.0791
E_HOMO (eV): -8.588
Relative energy (zero: lowest compared OMol25 entry of this formula, charge and spin) (eV): 4.468